108
Properties=species:S:1:pos:R:3:forces:R:3:lowdin_charge:R:1 method="wB97M-V/def2-TZVPD" total_charge=+1 e_tot_ev=-75582.172 de_lowest_kcal_mol=0.0 multiplicity=1 gap_ev=4.27
S -3.2790 1.7373 1.8590 0.2 0.0 -0.1 1.07
O 3.0958 2.5984 -5.0016 0.1 -1.9 0.6 0.10
O 0.1253 4.0308 -7.6020 0.1 -0.7 -0.4 -0.06
O -2.2263 3.6533 -3.6086 -0.2 -0.6 0.3 -0.07
O -1.8643 4.7812 -5.9880 0.1 0.2 0.1 -0.08
N 3.1701 -0.5882 -3.4710 -1.1 -1.8 1.4 0.06
N -2.5688 0.4153 4.1106 -1.1 1.2 -0.3 0.06
N -4.8656 0.5222 3.4793 -0.8 0.3 0.2 -0.04
N 4.4662 0.7631 -4.7474 -0.6 0.2 0.0 -0.04
C 1.2274 2.4731 6.9390 -0.1 -0.2 0.0 -0.10
C -7.6059 0.8137 0.9580 0.4 0.2 0.2 -0.08
C 5.5794 1.3383 -5.4703 0.5 -0.2 -0.1 0.00
C 1.1656 3.6337 -8.5193 -0.4 0.0 0.4 -0.04
C -4.9634 1.5766 1.4134 -0.7 0.0 -0.4 -0.47
C -1.1899 3.6286 -5.7041 0.7 0.6 0.4 -0.15
C 5.0431 -5.0826 -1.7628 -0.3 -0.1 0.2 -0.01
C -5.6846 0.8890 2.3965 0.4 -0.5 0.1 -0.23
C -1.7731 -0.5722 6.2068 0.0 -0.1 0.2 -0.19
C 3.3990 -2.7049 -2.3032 0.6 -1.4 0.7 -0.06
C -2.6623 2.9752 -2.4140 0.4 0.1 -0.5 -0.06
C 4.7019 -1.6410 -5.1311 -0.3 0.0 -0.1 0.02
C -0.7930 0.5728 6.4985 0.0 0.2 0.3 -0.18
C 4.5172 -0.5377 -4.0817 0.7 0.3 -0.6 -0.46
C 1.1225 0.1604 -4.7149 -0.2 -0.3 -0.4 -0.08
C -5.3573 -0.2125 4.6527 -0.1 0.3 -0.2 -0.11
C 3.7216 -4.9217 -1.2451 0.8 -1.0 0.2 -0.20
C -7.0087 0.4993 2.1879 0.0 0.2 -0.2 -0.01
C 0.4335 1.9577 -6.3249 0.5 -0.1 -0.2 0.01
C -4.2108 -0.8715 5.3897 0.1 -0.8 0.2 -0.13
C 2.6928 -1.5678 -2.6754 0.2 1.9 -1.1 0.03
C -0.0786 1.1133 5.4266 0.5 -0.1 -0.1 -0.05
C 2.9632 -3.7108 -1.4467 0.3 0.9 -1.2 0.06
C 5.6424 -0.5115 -3.0419 -0.2 0.2 0.2 0.02
C 0.2682 1.3474 -5.0829 -0.5 0.0 -0.4 -0.23
C -1.2438 6.0014 -5.4964 -0.2 -0.9 -0.2 -0.02
C 0.9693 2.0114 5.6404 -0.4 0.0 0.5 -0.08
C -5.5927 1.9744 0.2319 0.0 -0.3 0.4 -0.08
C -1.6528 -3.3971 8.7685 -0.1 0.2 -0.1 -0.08
C 3.2972 1.4501 -4.6081 0.1 1.5 -0.1 -0.37
C -2.9937 0.0213 5.4728 -0.2 0.5 -0.2 -0.31
C -3.5301 0.8041 3.3346 0.8 -1.0 0.9 -0.59
C -1.3954 -2.5987 7.6521 -0.2 0.0 0.2 -0.03
C 5.7716 -6.2505 -1.5545 -0.2 0.3 0.0 -0.05
C -0.6638 1.8363 -4.1685 0.0 0.0 0.5 0.02
C 5.2174 -7.3085 -0.8233 -0.4 0.4 0.0 -0.04
C 0.4090 2.0625 7.9967 -0.1 -0.1 -0.3 -0.08
C -0.6012 1.1162 7.7777 0.2 -0.1 -0.3 -0.02
C 2.3222 0.5487 -3.8475 -0.1 1.0 0.3 -0.15
C -2.6171 -2.9993 9.7017 0.1 0.1 -0.2 -0.09
C 3.1751 -6.0277 -0.5360 0.1 0.5 -0.2 -0.01
C -6.9117 1.5615 -0.0014 0.1 0.0 0.2 -0.09
C -3.3081 -1.7984 9.5182 0.1 0.1 -0.4 -0.07
C -3.0538 -1.0051 8.3886 0.1 -0.4 0.4 -0.07
C -1.3725 3.0086 -4.4482 0.0 0.0 -0.7 -0.19
C 3.9065 -7.1949 -0.3319 0.3 0.0 -0.1 -0.05
C -0.1935 3.1736 -6.5959 -0.4 0.2 0.6 -0.19
C -2.0994 -1.4094 7.4498 0.0 0.4 -0.4 -0.21
H 0.5524 2.4683 9.0001 0.0 -0.1 -0.3 0.10
H 0.9342 2.6684 -8.9932 0.0 0.3 0.1 0.09
H -3.9206 -1.8011 4.8857 0.0 0.0 0.0 0.14
H -2.8193 -3.6227 10.5731 0.0 0.2 -0.2 0.10
H 1.5144 -0.3011 -5.6376 -0.2 0.0 0.3 0.13
H 6.6109 -0.4711 -3.5533 -0.2 0.0 0.1 0.10
H 5.2696 2.3016 -5.8872 -0.1 -0.3 0.2 0.10
H -1.9024 6.8004 -5.8297 0.1 0.0 0.1 0.09
H -0.3762 0.8118 4.4208 0.4 0.0 0.4 0.09
H 0.5240 -0.5811 -4.1656 0.1 0.1 -0.2 0.12
H 1.1949 4.4217 -9.2731 0.0 -0.2 0.1 0.10
H 5.7038 -1.5753 -5.5714 -0.2 0.0 0.1 0.10
H -6.0608 -0.9701 4.2984 0.0 0.1 0.1 0.12
H -3.4384 3.6163 -1.9890 0.2 -0.1 -0.1 0.09
H -5.0453 2.5888 -0.4777 -0.2 -0.2 -0.1 0.09
H -0.6458 -2.8899 6.9131 -0.2 0.0 0.2 0.11
H 1.5704 2.3495 4.7974 -0.1 0.0 0.2 0.10
H 6.7832 -6.3270 -1.9571 -0.3 0.0 0.1 0.12
H 1.9978 -3.6103 -0.9527 0.1 -0.1 -0.1 0.14
H 1.9830 1.0686 -2.9316 0.1 -0.2 -0.4 0.18
H -1.8251 2.8704 -1.7080 -0.2 0.0 -0.1 0.09
H -7.5488 -0.0589 2.9540 0.1 0.2 -0.3 0.11
H 5.6174 -1.3885 -2.3955 0.2 0.1 0.0 0.07
H 3.4684 -8.0261 0.2228 0.1 0.3 -0.2 0.12
H -1.2679 -1.2572 5.5035 -0.2 0.3 0.1 0.14
H -1.2319 0.7917 8.6059 0.3 0.0 -0.2 0.10
H -4.5438 -1.1385 6.3956 -0.1 -0.1 -0.2 0.11
H 3.9528 -1.5139 -5.9249 0.2 -0.1 0.2 0.10
H 1.1004 1.5145 -7.0710 0.0 0.3 0.4 0.12
H 4.5727 -2.6316 -4.6918 0.1 0.1 -0.2 0.08
H 5.8063 -8.2059 -0.6411 -0.2 0.2 0.0 0.12
H -0.8477 1.2838 -3.2415 0.2 0.3 -0.2 0.11
H 4.3832 -2.8234 -2.7464 -0.4 -0.1 0.2 0.06
H 5.8894 0.6744 -6.2881 -0.1 0.2 0.1 0.10
H 1.6612 -1.4301 -2.3415 0.3 0.1 0.0 0.16
H -8.6187 0.4767 0.7481 0.2 0.1 0.1 0.11
H -3.5974 -0.0652 8.2560 0.2 -0.3 0.0 0.12
H -7.3999 1.8219 -0.9395 0.1 0.0 0.2 0.10
H -5.8912 0.4741 5.3323 0.1 -0.1 -0.4 0.14
H 5.5079 -4.2843 -2.3403 0.0 -0.2 0.2 0.10
H 2.1291 3.5639 -7.9944 -0.2 0.0 -0.1 0.09
H -3.2903 0.9370 6.0449 0.2 -0.4 -0.5 0.17
H 2.0572 3.1541 7.1292 -0.2 -0.1 -0.1 0.10
H 5.5255 0.3870 -2.4217 0.1 -0.2 -0.1 0.11
H -1.1875 5.9585 -4.4048 0.0 0.1 -0.1 0.09
H -3.0829 1.9840 -2.6451 0.1 0.3 0.0 0.10
H -4.0551 -1.4740 10.2435 0.2 -0.1 -0.2 0.10
H -1.1018 -4.3293 8.8955 -0.2 0.2 0.1 0.10
H -0.2461 6.0958 -5.9359 -0.1 0.1 0.1 0.09
H 2.1527 -5.9471 -0.1639 0.3 -0.1 0.0 0.12
H 6.4403 1.5017 -4.8080 -0.2 0.0 -0.2 0.10